C3H7O2 | wB97M-V/def2-TZVPD

CARTESIAN COORDINATES (ANGSTROEM)
C 1.471 0.549 -0.552
O 2.350 1.425 -0.706
H 1.130 -0.057 0.375
H 0.566 0.375 -1.169
H -1.104 4.581 3.966
C -1.057 -2.271 0.156
C -1.168 -0.924 0.464
O -1.398 0.086 -0.376
H -1.100 -3.243 0.708
H -0.948 -2.464 -0.875
H -0.974 -0.619 1.475
H -0.669 5.219 3.770

The total energy comes out at -7316.906 eV. Its charge is -1. The frontier orbital gap is 0.254 Eh. The energy above the lowest of the compared OMol25 structures with the same formula, charge and spin comes out at 390.3 kJ/mol.